The following is a DFT calculation (ωB97M-V/def2-TZVPD) of a single C5H5NO molecule.

Its total charge is 0. For the energy relative to the best compared isomer or geometry (same formula, charge and spin), the calculation gives 80.5 kcal/mol. Its gap between HOMO and LUMO is 10.60 eV.

CARTESIAN COORDINATES (ANGSTROEM)
O -0.2920 2.6001 -0.7292
C -0.2573 1.4789 0.1237
C -0.5497 0.1932 -0.6084
C 0.2552 -0.8321 -0.5580
C 0.8243 -1.9014 -0.0549
C -0.4237 -2.3298 2.1135
N 0.2528 -2.3196 1.1483
H 0.3863 2.4576 -1.4014
H 0.6946 1.3902 0.6677
H -1.0443 1.6293 0.8713
H -1.5036 0.1050 -1.1252
H 1.6574 -2.4715 -0.4475

The following is a DFT calculation (ωB97M-V/def2-TZVPD) of a single C5H5NO molecule.

Its total charge is 0. As for the SMILES: C=C1CC=NC1=O. For the energy relative to the best compared isomer or geometry (same formula, charge and spin), the calculation gives 33.2 kcal/mol. Its gap between HOMO and LUMO is 9.59 eV.

CARTESIAN COORDINATES (ANGSTROEM)
C -0.9174 1.3852 -0.4892
C 0.2772 -0.5077 0.1236
C -0.9183 -0.1801 1.0314
C 1.2932 -1.2373 0.5289
C 0.1000 0.4471 -1.0954
N -1.5097 1.0129 0.5861
O -1.2583 -0.9219 1.9432
H -0.9457 2.4257 -0.8029
H 2.1642 -1.4438 -0.0727
H 1.3092 -1.7167 1.5488
H -0.5947 -0.1508 -1.6939
H 1.0005 0.8873 -1.6078

no.,DFT total energy (eV),largest force on an atom (eV/A)
1,-8799.928,1.25
2,-8801.981,2.89